Entry from OMol25: 3 unconnected molecules or ions with the total composition C3H14N2O in a non-equilibrium geometry (the ωB97M-V functional and the def2-TZVPD basis).

Structure (XYZ):
```
20
C3H14N2O | OMol25 | the ωB97M-V functional and the def2-TZVPD basis
C -1.1768 -0.0638 0.2680
C -0.2875 0.4982 1.4517
C 0.9150 0.8549 0.6127
N 2.5932 1.3150 1.7467
N -0.3140 -0.6191 -0.9003
H -1.6938 0.6807 -0.2751
H -2.0070 -0.6427 0.8024
H -0.1038 -0.3018 2.0714
H -0.5575 1.4175 2.0175
H 1.6726 0.1541 0.3335
H 0.9016 1.7917 -0.0329
H 2.4922 2.2725 2.0605
H 2.9299 0.6307 2.4145
H 3.4552 1.4587 1.1718
H 0.3961 -1.3905 -0.7475
H -0.1131 0.1447 -1.6811
H -0.9886 -1.4014 -1.5243
H -2.7620 -1.5082 -2.8309
H -1.4611 -2.3620 -3.1493
O -1.8525 -1.6939 -2.5687
```

## Properties
2S+1: 2
Net charge: +1
Energy relative to the best compared isomer or geometry (same formula, charge and spin), kJ/mol: 265.8
Kohn-Sham gap (spin up / spin down), eV: 5.31 / 10.23

Calculated atomic charges, method natural (NBO), unit e: C -0.2195; C -0.4735; C -0.4117; N -0.9830; N -0.7953; H 0.2052; H 0.2371; H 0.2075; H 0.2495; H 0.1681; H 0.1867; H 0.3877; H 0.3830; H 0.3721; H 0.4391; H 0.4647; H 0.4673; H 0.5331; H 0.5171; O -0.9353

***

Entry from OMol25: a molecular structure, C12H17N2O3PtSbSe4 in a non-equilibrium geometry (the ωB97M-V functional and the def2-TZVPD basis).

Structure (XYZ):
```
40
C12H17N2O3PtSbSe4 | OMol25 | the ωB97M-V functional and the def2-TZVPD basis
Pt 0.3291 -0.1080 -0.6457
Se 5.0324 1.7268 -1.3524
Sb 3.1714 1.9412 0.1591
Se 0.8856 2.1799 -0.9358
Se 2.1640 -0.3147 0.8260
Se 3.4042 3.3845 2.0808
C -4.2460 -7.0667 -2.0828
C -3.4611 -5.7941 -1.9036
C -2.4615 -5.4397 -2.7985
C -1.7483 -4.2530 -2.6573
C -0.6722 -3.8782 -3.6386
C -2.0359 -3.4161 -1.5819
C -3.0384 -3.7474 -0.6678
C -3.3672 -2.8223 0.4674
C -3.7389 -4.9347 -0.8472
C -1.2727 -2.1231 -1.4144
O -0.4885 -2.0502 -0.4487
O -1.4537 -1.1800 -2.1930
H -3.7405 -7.7458 -2.7705
H -5.2409 -6.8638 -2.4881
H -4.3809 -7.5855 -1.1319
H -2.2267 -6.1011 -3.6273
H -0.5333 -4.6621 -4.3842
H 0.2780 -3.7112 -3.1276
H -0.9226 -2.9434 -4.1411
H -2.4988 -2.6547 1.0984
H -4.1826 -3.2186 1.0736
H -3.6607 -1.8384 0.0963
H -4.5203 -5.1952 -0.1392
C -0.7229 -1.5284 3.1562
N -0.2880 -0.1483 3.2271
C -1.0930 0.8257 2.6769
N -0.4780 2.0496 2.5279
O -2.2836 0.6544 2.4292
H -0.5121 -2.0450 4.0961
H -0.2409 -2.0605 2.3316
H -1.7964 -1.5325 2.9878
H 0.6879 -0.0171 2.9841
H 0.5308 2.0343 2.4150
H -0.9036 2.5901 1.7891
```

## Properties
Net charge: -2
Energy relative to the best compared isomer or geometry (same formula, charge and spin), kJ/mol: 49.6
Kohn-Sham gap, eV: 5.71

Calculated atomic charges, method natural (NBO), unit e: Pt 0.4669; Se -0.7947; Sb 1.0476; Se -0.5786; Se -0.5025; Se -0.8324; C -0.6222; C -0.0150; C -0.2469; C 0.0366; C -0.6423; C -0.1288; C 0.0447; C -0.6459; C -0.2371; C 0.7562; O -0.7191; O -0.7057; H 0.2037; H 0.2059; H 0.2064; H 0.1892; H 0.1935; H 0.2333; H 0.2426; H 0.2496; H 0.1954; H 0.2374; H 0.1898; C -0.4235; N -0.6609; C 0.7921; N -0.8438; O -0.7031; H 0.1691; H 0.2074; H 0.2229; H 0.4087; H 0.4057; H 0.3974

***

Entry from OMol25: a molecular structure, C25H39CrGeNO2PS3Se (the ωB97M-V functional and the def2-TZVPD basis).

Structure (XYZ):
```
74
C25H39CrGeNO2PS3Se | OMol25 | the ωB97M-V functional and the def2-TZVPD basis
Cr -0.3180 -0.5985 0.8002
C 3.6460 0.5340 3.6063
O 2.2090 0.6566 3.7190
C 1.4490 0.2675 2.7452
S 2.0268 -0.3819 1.2752
S -0.2271 0.4374 2.9248
H 4.0282 0.9709 4.5221
H 3.9885 1.0875 2.7336
H 3.9094 -0.5196 3.5341
C 1.8443 -0.2637 -4.4035
Ge 2.9747 -1.2865 -3.1796
C 3.9932 -2.5988 -4.1900
C 4.1474 -0.1181 -2.1344
C 1.9632 -2.4107 -1.8557
Se 0.1285 -2.1236 -1.2673
C -0.8186 -1.7767 -2.9271
H 2.5164 0.2942 -5.0552
H 1.1941 0.4637 -3.9134
H 1.2423 -0.9072 -5.0427
H 4.6924 -2.1032 -4.8592
H 3.3280 -3.2163 -4.7920
H 4.5647 -3.2483 -3.5292
H 4.3020 0.8347 -2.6368
H 5.1202 -0.5892 -2.0076
H 3.7447 0.0818 -1.1430
H 2.5343 -2.4045 -0.9238
H 1.9585 -3.4456 -2.2085
H -1.8279 -1.4585 -2.6761
H -0.8538 -2.7097 -3.4862
H -0.3109 -1.0057 -3.4987
S -4.6211 -2.0266 0.1288
C -2.9321 -1.9043 0.1421
N -2.4139 -0.7968 0.6089
C -3.4267 0.0665 1.0328
C -3.2657 1.3238 1.6177
C -4.3950 2.0258 1.9779
C -5.6788 1.5020 1.7722
C -5.8540 0.2604 1.2024
C -4.7118 -0.4504 0.8362
H -2.3227 -2.7256 -0.2081
H -2.2873 1.7471 1.7913
H -4.2859 2.9987 2.4349
H -6.5422 2.0786 2.0693
H -6.8404 -0.1507 1.0484
C -0.9398 -4.4089 2.9703
C -0.0840 -3.5451 2.1112
C 1.1970 -4.1047 1.5907
O -0.4457 -2.3989 1.8400
H -0.4276 -4.5645 3.9208
H -1.0502 -5.3951 2.5194
H -1.9064 -3.9491 3.1508
H 0.9549 -4.7731 0.7603
H 1.6882 -4.7149 2.3474
H 1.8608 -3.3163 1.2436
C -1.5513 1.5827 -1.7036
P -0.2900 1.5615 -0.4005
C 1.2562 1.8263 -1.3080
C -0.5089 3.1030 0.5182
C -1.6378 3.9023 0.3580
C -1.7565 5.0868 1.0687
C -0.7543 5.4800 1.9403
C 0.3765 4.6911 2.1016
C 0.4975 3.5070 1.3965
H -2.5420 1.3835 -1.2957
H -1.3093 0.8125 -2.4370
H -1.5550 2.5513 -2.2060
H 1.1354 2.6778 -1.9799
H 1.5081 0.9329 -1.8831
H 2.0714 2.0296 -0.6142
H -2.4330 3.6148 -0.3151
H -2.6310 5.7066 0.9326
H -0.8490 6.4041 2.4901
H 1.1644 5.0011 2.7721
H 1.3890 2.9052 1.5252
```

## Properties
2S+1: 4
Net charge: +2
Kohn-Sham gap (spin up / spin down), eV: 7.98 / 8.48

Calculated atomic charges, method Löwdin, unit e: Cr 0.1070; C -0.0254; O -0.1364; C -1.1563; S 0.7261; S 0.8103; H 0.1104; H 0.0927; H 0.0987; C -0.2151; Ge 0.7932; C -0.2059; C -0.2040; C -0.5274; Se 0.9460; C -0.3148; H 0.0401; H -0.0014; H 0.0305; H 0.0340; H 0.0308; H 0.0315; H 0.0337; H 0.0321; H -0.0238; H -0.0050; H 0.0262; H 0.0285; H 0.0524; H -0.0082; S 1.1748; C -0.4744; N -0.0732; C -0.2993; C -0.0436; C -0.0366; C -0.0410; C -0.0539; C -0.4381; H 0.0554; H 0.0522; H 0.1193; H 0.1215; H 0.1231; C 0.0286; C -0.4176; C 0.0094; O -0.1416; H 0.1145; H 0.1094; H 0.0987; H 0.1129; H 0.1094; H 0.0521; C -0.2080; P 0.8767; C -0.2296; C -0.3845; C -0.0975; C -0.0529; C -0.0455; C -0.0480; C -0.1038; H 0.0503; H 0.0299; H 0.0726; H 0.0806; H 0.0030; H 0.0433; H 0.1030; H 0.1174; H 0.1180; H 0.1170; H 0.0954